Density functional theory data (ωB97M-V with the def2-TZVPD basis set) for 12 unconnected molecules or ions with the total composition C5H36N2O12 in a non-equilibrium geometry.

CARTESIAN COORDINATES (ANGSTROEM)
O (-0.424, 4.110, -1.623)
O (2.406, 2.914, -0.526)
O (0.392, -2.993, 0.486)
O (-0.380, -2.006, -2.435)
O (-1.139, 1.708, -2.649)
O (-2.512, -2.997, 1.282)
O (0.927, 0.759, 4.631)
O (3.139, -1.941, -1.281)
O (3.641, 1.532, -3.155)
O (-2.265, -3.513, -1.612)
O (1.060, 2.388, 2.044)
O (-2.678, -0.252, -1.860)
N (-2.055, 2.371, 1.375)
N (-0.985, 0.226, 1.610)
C (-2.202, 0.917, 1.192)
C (0.863, 0.198, -0.162)
C (1.656, -1.749, 1.820)
C (0.218, -1.775, 1.288)
C (-0.293, -0.527, 0.533)
H (-0.825, 2.573, -2.307)
H (2.695, 1.618, -3.029)
H (-2.410, -2.654, -1.194)
H (1.476, -0.489, -0.751)
H (-2.566, 0.729, 0.173)
H (-1.118, 4.321, -0.994)
H (1.497, 0.606, 0.613)
H (4.003, 1.778, -2.300)
H (-0.681, -2.831, -2.842)
H (-2.127, 0.309, -1.329)
H (-1.327, 1.861, -3.576)
H (2.358, -1.351, 1.081)
H (-0.518, -2.071, 2.020)
H (0.540, 0.848, -0.978)
H (-2.143, -2.760, 2.136)
H (-2.244, -4.053, -0.809)
H (-3.396, -3.310, 1.491)
H (-0.365, 0.777, 2.181)
H (1.754, 2.631, 0.137)
H (-0.012, 0.634, 4.476)
H (-1.096, 2.623, 1.188)
H (-2.093, -0.986, -2.083)
H (-0.623, -1.410, -3.153)
H (-0.949, -0.756, -0.297)
H (-3.021, 0.625, 1.862)
H (1.508, 2.995, 2.640)
H (3.131, 3.026, 0.103)
H (1.416, 1.502, 2.146)
H (1.975, -1.244, 2.735)
H (3.691, -2.683, -1.058)
H (2.217, -1.996, -1.022)
H (-0.238, -2.998, -0.247)
H (1.993, -2.778, 1.950)
H (-2.350, 2.904, 2.174)
H (0.386, 3.734, -1.264)
H (1.424, 0.093, 4.149)

Output
**HOMO energy**: -8.60 eV
**Orbital gap**: 8.532 eV
**Energy relative to the best compared isomer or geometry (same formula, charge and spin)**: 90.9 kcal/mol
**Lowest unoccupied orbital energy**: -0.067 eV
**SMILES**: C[C@H](O)[C@H](C)NCN.O.O.O.O.O.O.O.O.O.O.O



Density functional theory data (ωB97M-V with the def2-TZVPD basis set) for 13 unconnected molecules or ions with the total composition C5H36NO13 in a non-equilibrium geometry.

CARTESIAN COORDINATES (ANGSTROEM)
O (2.795, -1.722, 2.511)
O (0.749, -2.824, -0.798)
O (2.756, 0.009, -1.983)
O (-3.506, 0.368, 2.299)
O (-0.275, 2.920, -3.468)
O (-0.779, -2.040, -4.488)
O (0.699, 0.235, -3.752)
O (-2.011, 3.003, 0.432)
O (-2.155, 2.452, 3.327)
O (3.989, 0.296, 0.937)
O (-1.592, 1.443, -1.619)
O (2.859, -1.745, 0.041)
O (-3.592, 0.511, -0.357)
N (0.291, -0.273, 0.511)
C (1.032, 1.988, 0.986)
C (-0.660, -1.352, 0.835)
C (-0.535, -2.467, -0.389)
C (-0.473, -2.078, 2.256)
C (0.520, 0.596, 1.691)
H (1.287, 0.298, 2.364)
H (-1.726, -0.896, 0.650)
H (-0.663, -1.277, -3.950)
H (1.179, -0.720, 0.109)
H (0.736, -0.327, -4.560)
H (-0.512, 0.680, 2.210)
H (0.797, 2.856, 1.607)
H (3.052, 0.710, 1.105)
H (3.540, -1.148, 2.459)
H (-3.957, 0.878, 0.413)
H (3.205, -2.505, -0.326)
H (-0.852, -3.405, 0.122)
H (-1.372, 1.967, 2.994)
H (1.484, -2.386, -0.218)
H (-0.196, -2.721, -4.030)
H (-1.828, 0.773, -2.220)
H (0.342, 2.008, 0.020)
H (-1.159, -1.683, 2.935)
H (3.452, 0.560, -1.525)
H (-2.819, -0.291, 2.146)
H (-0.082, 2.021, -3.711)
H (-0.845, 2.793, -2.705)
H (0.467, -1.921, 2.662)
H (2.802, -0.691, -1.481)
H (-4.193, -0.086, -0.680)
H (-0.796, 0.936, -1.122)
H (-0.918, -3.143, 2.190)
H (-3.083, 1.022, 2.873)
H (-2.238, 3.111, 2.600)
H (1.505, -0.005, -3.202)
H (-0.996, -2.036, -1.275)
H (-2.181, 2.159, 0.046)
H (-1.741, 3.485, -0.361)
H (3.608, -0.545, 0.575)
H (2.516, -1.798, 1.560)
H (2.070, 2.007, 0.753)

Output
**HOMO energy**: -6.30 eV
**Orbital gap**: 8.968 eV
**Energy relative to the best compared isomer or geometry (same formula, charge and spin)**: 113.1 kcal/mol
**Lowest unoccupied orbital energy**: 2.671 eV
**Net charge**: -1



Density functional theory data (ωB97M-V with the def2-TZVPD basis set) for 13 unconnected molecules or ions with the total composition C5H36NO13 in a non-equilibrium geometry.

CARTESIAN COORDINATES (ANGSTROEM)
O (-2.119, -2.134, -1.295)
O (2.547, 3.223, 2.722)
O (-0.565, -1.639, 0.911)
O (-1.022, -1.866, -3.834)
O (1.838, 5.224, 0.660)
O (2.012, -4.936, 2.171)
O (-0.072, -3.973, -1.790)
O (-0.860, 0.801, -2.908)
O (-2.606, 0.285, 0.307)
O (-3.934, -2.649, 0.770)
O (-0.779, 3.271, -0.552)
O (3.263, -1.791, 3.014)
O (-3.695, 2.358, -1.966)
N (1.521, 1.810, -1.098)
C (1.742, 0.345, -0.879)
C (2.462, 2.659, -1.020)
C (0.431, 0.520, 1.307)
C (1.725, 0.029, 0.615)
C (-0.275, -0.694, 1.950)
H (0.558, 2.147, -0.871)
H (-1.396, -1.572, -2.987)
H (2.943, -1.543, 3.878)
H (1.724, -1.037, 0.777)
H (-4.078, -2.906, 1.683)
H (0.936, -0.136, -1.417)
H (-1.749, -2.360, -4.221)
H (2.648, 0.466, 1.001)
H (-1.027, 3.134, 0.376)
H (3.009, 2.601, 3.295)
H (-2.128, 0.372, -0.516)
H (0.375, -1.262, 2.607)
H (-1.606, 3.013, -0.965)
H (2.204, 3.706, -0.887)
H (-3.475, -0.112, 0.214)
H (-2.706, -2.177, -0.542)
H (3.471, 2.279, -1.134)
H (-3.935, -3.437, 0.220)
H (0.176, -3.505, -2.597)
H (-0.318, 0.954, 0.649)
H (2.728, 0.179, -1.310)
H (1.014, 5.258, 1.143)
H (2.724, 4.082, 3.126)
H (-4.049, 1.916, -1.195)
H (-1.487, -2.853, -1.090)
H (3.753, -2.610, 2.945)
H (1.812, -4.400, 1.404)
H (1.634, -4.564, 2.967)
H (0.558, 1.253, 2.106)
H (-4.195, 2.268, -2.775)
H (-0.496, 0.147, -3.526)
H (2.442, 4.784, 1.274)
H (-1.183, -0.388, 2.472)
H (-0.998, 1.612, -3.404)
H (-1.219, -1.284, 0.285)
H (-0.279, -4.869, -2.073)

Output
**HOMO energy**: -12.50 eV
**Orbital gap**: 9.319 eV
**Energy relative to the best compared isomer or geometry (same formula, charge and spin)**: 81.9 kcal/mol
**Lowest unoccupied orbital energy**: -3.184 eV
**Net charge**: +1



Density functional theory data (ωB97M-V with the def2-TZVPD basis set) for 13 unconnected molecules or ions with the total composition C5H37N2O13 in a non-equilibrium geometry.

CARTESIAN COORDINATES (ANGSTROEM)
O (-3.535, -0.119, -2.620)
O (-2.531, 2.539, 3.021)
O (1.701, 1.763, -3.410)
O (-3.319, -1.259, 0.980)
O (-2.059, -2.408, -1.158)
O (-2.707, 2.880, -0.119)
O (3.534, -1.512, 3.490)
O (-4.365, 0.767, -0.334)
O (-1.738, -0.012, 2.810)
O (1.932, -0.911, -3.543)
O (-0.408, -0.015, -0.967)
O (4.036, -1.670, 0.825)
O (-0.797, 2.155, -2.509)
N (1.167, 1.032, 0.227)
N (0.825, -2.230, -1.454)
C (2.450, 1.758, 2.191)
C (0.697, -0.047, -0.396)
C (1.421, -1.385, -0.364)
C (2.513, 1.150, 0.807)
C (1.216, -2.086, 0.967)
H (0.777, 2.005, -3.197)
H (1.113, -1.819, -2.401)
H (3.122, 1.773, 0.128)
H (1.869, 0.074, -3.474)
H (4.984, -1.751, 0.664)
H (2.841, -0.938, 3.840)
H (-2.367, -0.514, 2.257)
H (2.505, -1.251, -0.506)
H (-4.094, 0.424, -1.269)
H (-5.326, 0.865, -0.399)
H (-2.811, -0.670, -2.274)
H (-2.630, -3.149, -1.387)
H (-2.443, -2.015, -0.329)
H (1.645, -1.491, 1.781)
H (-3.236, 3.666, 0.066)
H (-2.458, 1.565, 3.173)
H (0.610, 1.872, 0.189)
H (-1.141, 0.377, 2.160)
H (3.463, 1.935, 2.588)
H (-3.347, 2.126, -0.155)
H (-0.928, 2.851, -1.844)
H (3.964, -1.692, 1.806)
H (4.177, -1.610, 4.202)
H (-0.249, -2.266, -1.444)
H (-3.037, 0.667, -2.923)
H (1.964, 2.721, 2.238)
H (1.188, -3.183, -1.372)
H (1.795, -3.013, 1.030)
H (-3.699, -0.431, 0.548)
H (1.910, 1.127, 2.897)
H (-2.584, 2.588, 2.058)
H (-0.623, 1.362, -1.952)
H (1.950, 2.389, -4.098)
H (1.934, -1.113, -4.483)
H (-4.049, -1.717, 1.411)
H (3.003, 0.166, 0.819)
H (0.171, -2.318, 1.206)

Output
**HOMO energy**: -12.33 eV
**Orbital gap**: 10.015 eV
**Energy relative to the best compared isomer or geometry (same formula, charge and spin)**: 8.8 kcal/mol
**Lowest unoccupied orbital energy**: -2.315 eV
**Net charge**: +1



Density functional theory data (ωB97M-V with the def2-TZVPD basis set) for 13 unconnected molecules or ions with the total composition C5H37N2O13 in a non-equilibrium geometry.

CARTESIAN COORDINATES (ANGSTROEM)
O (1.669, -1.063, -4.255)
O (-2.241, 1.074, 3.711)
O (-4.601, -0.198, -1.502)
O (-2.300, 2.678, 1.314)
O (2.746, -2.367, 1.680)
O (0.160, 3.434, -0.025)
O (3.304, -1.084, -1.691)
O (0.008, -2.756, 1.712)
O (-1.315, -4.020, -1.903)
O (1.394, 1.105, -3.039)
O (-1.202, 2.559, -2.226)
O (-2.052, -1.500, 2.582)
O (-2.049, -0.159, -1.646)
N (3.690, 1.828, 1.953)
N (0.433, -1.369, -0.679)
C (1.687, 0.826, 1.129)
C (-1.679, -0.176, -0.291)
C (0.297, 0.321, 1.303)
C (-0.215, -0.094, -0.178)
C (2.363, 1.574, 2.040)
H (-3.804, -0.703, -1.810)
H (0.169, -0.567, 1.894)
H (2.944, -2.646, 0.776)
H (2.935, -1.311, -2.555)
H (-1.997, -1.239, -0.029)
H (0.747, 4.207, -0.032)
H (-1.997, 0.159, 3.431)
H (-2.239, 0.711, -2.021)
H (4.067, 1.533, 1.059)
H (-0.226, -1.873, -1.333)
H (0.891, -2.347, 1.955)
H (0.222, 0.672, -0.836)
H (-2.051, 2.772, 2.245)
H (-0.078, 3.252, 0.888)
H (0.090, -3.658, 2.073)
H (1.624, -0.237, -4.759)
H (-2.646, -2.248, 2.467)
H (-4.663, -0.365, -0.557)
H (1.301, -1.127, -1.133)
H (-1.667, 3.203, -2.781)
H (0.442, -2.103, 0.084)
H (2.012, 1.772, -3.366)
H (-0.655, 2.992, -1.542)
H (-1.648, 1.070, 4.479)
H (0.779, -0.957, -3.881)
H (0.500, 1.516, -3.025)
H (4.014, 2.535, 2.625)
H (-2.192, 0.624, 0.259)
H (3.445, -1.808, 2.029)
H (3.469, -0.162, -1.513)
H (-1.105, -1.569, 2.365)
H (-2.246, -4.230, -2.079)
H (-0.296, 1.241, 1.566)
H (-1.165, -4.881, -1.468)
H (2.322, 0.645, 0.237)
H (-3.260, 2.595, 1.351)
H (1.864, 1.918, 2.948)

Output
**HOMO energy (alpha / beta)**: -15.07 / -15.07 eV
**Orbital gap (alpha / beta)**: 8.503 / 4.887 eV
**Energy relative to the best compared isomer or geometry (same formula, charge and spin)**: 76.6 kcal/mol
**Lowest unoccupied orbital energy (alpha / beta)**: -6.570 / -10.185 eV
**Net charge**: +2
**Spin multiplicity**: 2



Density functional theory data (ωB97M-V with the def2-TZVPD basis set) for 13 unconnected molecules or ions with the total composition C5H37NO12 in a non-equilibrium geometry.

CARTESIAN COORDINATES (ANGSTROEM)
O (2.663, 0.378, 2.571)
O (-4.905, 0.848, 0.102)
O (2.896, -1.783, 1.221)
O (-3.599, -0.796, -1.674)
O (-0.689, -1.496, -2.527)
O (4.697, -1.895, -0.991)
O (2.634, -0.143, -2.781)
O (-3.111, 3.177, 0.573)
O (3.750, 0.416, -0.363)
O (-0.746, 3.210, 2.216)
O (1.816, 2.816, 1.653)
O (0.406, 0.412, -4.292)
N (0.387, 0.455, -1.347)
C (-0.636, -0.814, 1.370)
C (-1.533, -1.700, 2.226)
C (-1.415, -0.268, 0.156)
C (-0.748, 0.861, -0.545)
C (-1.616, -3.117, 1.655)
H (-2.273, -3.231, 0.773)
H (-0.685, 2.682, 3.019)
H (2.161, 3.631, 2.043)
H (-2.395, -0.015, 0.513)
H (-0.348, 1.644, 0.143)
H (0.258, -1.341, 1.018)
H (-0.929, -0.853, -3.173)
H (4.732, -1.655, -1.899)
H (2.840, -2.292, 2.046)
H (1.026, 1.222, -1.580)
H (3.367, -0.277, 2.748)
H (-1.670, 3.188, 1.878)
H (-4.155, 0.293, -0.145)
H (2.881, 0.009, -1.838)
H (1.059, -0.032, -3.720)
H (-3.582, -1.736, -1.879)
H (-0.260, -0.010, 2.014)
H (-1.568, -1.136, -0.479)
H (-1.427, 1.423, -1.204)
H (-2.140, -3.792, 2.330)
H (0.253, -1.433, -2.370)
H (2.322, -1.018, 1.356)
H (3.157, 1.209, 2.605)
H (-3.850, 2.562, 0.378)
H (-0.698, -3.536, 1.245)
H (0.873, -0.295, -0.846)
H (0.677, 1.317, -4.448)
H (3.820, -2.221, -0.722)
H (3.022, 0.578, -3.280)
H (-2.936, -0.478, -2.284)
H (-1.207, -1.853, 3.256)
H (3.381, 0.750, 0.456)
H (0.867, 2.884, 1.514)
H (-5.098, 1.148, -0.796)
H (-2.543, -1.292, 2.291)
H (-3.225, 3.905, -0.054)
H (4.042, -0.510, -0.130)

Output
**HOMO energy (alpha / beta)**: -14.09 / -14.12 eV
**Orbital gap (alpha / beta)**: 11.119 / 6.558 eV
**Lowest unoccupied orbital energy (alpha / beta)**: -2.971 / -7.558 eV
**Net charge**: +1
**Spin multiplicity**: 2



Density functional theory data (ωB97M-V with the def2-TZVPD basis set) for 15 unconnected molecules or ions with the total composition C5H37NO14 in a non-equilibrium geometry.

CARTESIAN COORDINATES (ANGSTROEM)
O (1.708, 4.220, 0.587)
O (2.073, -1.033, -3.692)
O (-0.615, -2.050, 2.472)
O (-2.259, 0.601, 1.611)
O (1.815, -4.702, 1.086)
O (-3.759, 2.443, -0.306)
O (3.157, -3.284, -1.339)
O (-1.240, -4.492, 1.583)
O (1.891, 0.740, 4.591)
O (0.087, 2.511, 2.013)
O (-0.954, 2.421, -1.258)
O (0.501, 2.597, -3.314)
O (-2.292, 4.380, 1.964)
O (-1.030, -0.063, -4.305)
N (1.747, -0.416, 2.319)
C (-0.132, -1.297, -0.781)
C (-1.475, -1.283, -1.356)
C (1.706, -0.719, 0.829)
C (0.386, -0.459, 0.116)
C (-1.994, -1.743, -2.480)
H (2.276, -4.463, 0.239)
H (-2.001, -4.742, 1.091)
H (3.084, -2.306, -1.262)
H (0.978, 2.567, -4.141)
H (2.081, -1.738, 0.628)
H (-0.910, -2.010, 1.541)
H (-1.271, 0.893, -4.299)
H (1.022, -0.926, 2.757)
H (0.943, 2.025, -2.684)
H (-1.663, 4.113, 2.626)
H (2.580, -0.878, 2.721)
H (-2.142, -0.796, -0.634)
H (2.496, -4.079, 1.487)
H (-1.212, -2.793, 2.725)
H (-1.381, 1.611, -1.073)
H (-1.822, 1.291, 2.186)
H (0.271, -2.347, -0.905)
H (-2.603, 0.105, 2.348)
H (-0.491, -4.688, 1.037)
H (-1.831, 4.905, 1.329)
H (2.686, -0.666, -4.311)
H (-3.098, -1.692, -2.724)
H (1.028, 0.877, 5.104)
H (0.185, 3.310, 1.530)
H (0.646, 1.773, 1.786)
H (1.572, 1.166, 3.784)
H (-1.240, 2.591, -2.190)
H (1.176, 5.047, 0.630)
H (1.414, -0.379, -3.402)
H (2.569, -0.193, 0.244)
H (-0.420, -0.120, -3.570)
H (-1.534, -2.334, -3.323)
H (-4.132, 3.158, 0.181)
H (0.004, 0.559, 0.276)
H (1.950, 4.166, -0.365)
H (-2.924, 2.268, 0.136)
H (2.391, -3.651, -1.842)

Output
**HOMO energy**: -9.05 eV
**Orbital gap**: 8.781 eV
**Energy relative to the best compared isomer or geometry (same formula, charge and spin)**: 148.0 kcal/mol
**Lowest unoccupied orbital energy**: -0.271 eV



Density functional theory data (ωB97M-V with the def2-TZVPD basis set) for 14 unconnected molecules or ions with the total composition C5H37NO14 in a non-equilibrium geometry.

CARTESIAN COORDINATES (ANGSTROEM)
O (-0.540, 0.709, 3.507)
O (2.008, -2.957, -1.990)
O (-3.799, 0.504, 0.679)
O (-2.240, -2.913, 0.592)
O (-1.052, -3.024, -1.868)
O (3.957, -2.351, -0.155)
O (-2.299, -0.920, 2.477)
O (0.840, 3.126, 2.085)
O (2.118, 0.990, 3.361)
O (-1.929, 2.291, -2.210)
O (3.843, -0.369, 1.714)
O (-3.502, 0.038, -1.903)
O (-3.958, 3.249, -0.647)
O (0.342, -1.404, -3.457)
N (0.653, 2.675, -0.118)
C (1.160, -1.010, 0.445)
C (2.518, 1.517, -1.134)
C (0.544, 0.231, -0.184)
C (0.426, 3.428, 0.971)
C (1.453, 1.455, -0.024)
H (1.311, -0.876, 1.522)
H (4.548, -0.718, 2.266)
H (3.128, 0.613, -1.074)
H (-1.830, -3.320, -2.363)
H (-1.334, 2.023, -2.926)
H (0.439, 0.510, 3.524)
H (0.255, -1.811, -4.331)
H (1.633, -2.257, -2.573)
H (3.185, 2.375, -0.956)
H (-2.030, -3.696, 1.109)
H (2.697, 0.496, 2.729)
H (2.115, -1.232, -0.007)
H (2.066, 1.626, -2.117)
H (1.982, 1.392, 0.922)
H (-3.808, 2.475, -0.091)
H (-0.129, 4.356, 0.816)
H (-2.176, -2.149, 1.224)
H (-4.694, 0.313, 0.986)
H (1.238, -3.381, -1.593)
H (-1.495, -0.357, 2.737)
H (0.526, -1.893, 0.292)
H (-0.450, 0.484, 0.234)
H (-2.451, 1.472, -2.065)
H (0.329, 0.049, -1.244)
H (0.178, 2.826, -0.998)
H (3.758, -1.024, 0.967)
H (1.872, 1.828, 2.912)
H (-1.390, -2.823, -0.961)
H (-3.254, 3.257, -1.314)
H (-0.334, -1.879, -2.885)
H (-3.243, 0.018, 1.358)
H (-3.519, 0.009, -0.916)
H (3.243, -2.574, -0.807)
H (4.746, -2.256, -0.702)
H (-2.740, -1.137, 3.305)
H (-0.575, 1.571, 3.065)
H (-4.339, 0.424, -2.185)

Output
**HOMO energy**: -9.80 eV
**Orbital gap**: 9.888 eV
**Energy relative to the best compared isomer or geometry (same formula, charge and spin)**: 0.0 kcal/mol
**Lowest unoccupied orbital energy**: 0.090 eV